#1
C3H10N2S | ωB97M-V/def2-TZVPD

## Properties
Highest occupied orbital energy: -0.3073 Eh
LUMO level: 0.86 eV
SMILES: NCCS.C=N
Charge: 0
M: 106.19 g/mol

The geometry in XYZ format:
```
16
C3H10N2S ωB97M-V/def2-TZVPD
N -0.68859 -0.20294 -0.05041
C -0.46189 1.01988 0.70639
C -1.73995 1.60675 1.31194
S -2.84711 0.34281 2.03634
H 0.16167 -0.74355 -0.14285
H -1.06791 -0.03023 -0.98118
H 0.18531 0.70711 1.52331
H 0.10649 1.73633 0.12988
H -2.27368 2.17819 0.56977
H -1.43830 2.28667 2.09444
H -2.22762 -0.57771 1.22528
C 2.36232 -1.60278 -2.05843
N 2.16568 -1.49851 -0.83030
H 3.20536 -2.11513 -2.49266
H 1.64652 -1.13414 -2.72080
H 2.91169 -1.97273 -0.32071
```

Atom charges from the Löwdin analysis, given in e for atoms 1 to 5: number 1, N, carries -0.052; number 2, C, carries -0.351; number 3, C, carries -0.570; number 4, S, carries 0.639; number 5, H, carries 0.020

***

#2
C3H10N2S | ωB97M-V/def2-TZVPD

## Properties
Highest occupied orbital energy (spin up / spin down): -0.2743 / -0.3075 Eh
LUMO level (spin up / spin down): 0.27 / 0.19 eV
Charge: 0
M: 106.19 g/mol

The geometry in XYZ format:
```
16
C3H10N2S ωB97M-V/def2-TZVPD
C 2.78935 -1.03764 -0.29670
C -1.79694 1.86692 -0.82642
C -0.90789 -1.60208 1.17051
N 1.55079 -0.97262 0.38769
N -0.94510 1.29870 0.26445
S 0.10123 -0.82941 -0.19317
H 3.51011 -0.18743 0.12907
H 2.78585 -0.87285 -1.35877
H 3.30779 -2.05699 0.02299
H -2.54785 2.49254 -0.46020
H -1.26033 2.32347 -1.65286
H -2.55248 1.05464 -1.09663
H -1.85950 -1.62242 0.62161
H -1.00049 -1.13789 2.14222
H -0.63769 -2.63143 1.32326
H -0.06446 1.74350 0.22664
```

Atom charges from the Löwdin analysis, given in e for atoms 1 to 5: number 1, C, carries -0.269; number 2, C, carries -0.218; number 3, C, carries -0.296; number 4, N, carries -0.488; number 5, N, carries -0.139

***

Least stable structure among those shown: #2.